Formula: C10H18BiN3O3S2
Source: OMol25
Level of theory: the ωB97M-V functional and the def2-TZVPD basis

- LUMO energy (eV) = 0.38
- total energy (Eh) = -1792.75918
- gap between HOMO and LUMO (eV) = 7.62
- largest force on an atom (eV/Å) = 0.2
- HOMO level (eV) = -7.23
- net charge = 0

```
37
Properties=species:S:1:pos:R:3:forces:R:3
Bi 0.154908 -1.431818 -1.183961 0.0 0.0 0.0
C -3.318212 1.360258 -2.873331 0.0 0.0 0.0
C -2.523836 0.186585 -2.342295 0.0 0.0 0.0
S -0.795062 0.317218 -2.678731 0.0 0.0 0.0
C -3.086127 -0.816575 -1.663429 0.0 0.0 0.0
C -4.560571 -0.879970 -1.358349 0.0 0.0 0.0
S -2.213949 -2.187653 -0.966926 0.0 0.0 0.0
H -2.701874 1.984692 -3.517393 0.0 0.0 0.0
H -3.679986 1.986545 -2.055247 0.0 0.0 0.0
H -4.177414 1.028342 -3.457172 0.0 0.0 0.0
H -5.125452 -0.158690 -1.944482 0.0 0.0 0.0
H -4.734579 -0.672819 -0.299841 0.0 0.0 0.0
H -4.956880 -1.875643 -1.565328 0.0 0.0 0.0
C 2.490844 -1.624031 2.836202 0.0 0.0 0.0
C 1.281630 -1.593230 1.952512 -0.1 0.0 -0.1
N 0.920683 -2.601529 1.247058 0.0 0.0 0.1
O 1.839780 -3.654674 1.351121 0.0 0.0 0.0
C 0.473379 -0.375069 1.841340 0.1 -0.1 0.0
C 0.270648 0.549597 2.997681 0.0 0.0 0.0
N -0.085536 -0.086571 0.698159 0.1 -0.1 0.0
O -0.785575 0.959103 0.555134 0.0 0.0 0.0
H 3.360342 -1.908107 2.243212 0.0 0.0 0.0
H 2.375915 -2.378836 3.615585 0.0 0.0 0.0
H 2.667588 -0.654448 3.293827 0.0 0.0 0.0
H 1.400182 -4.374490 0.887730 0.0 0.0 0.0
H 0.571371 0.085396 3.935696 0.0 0.0 0.0
H -0.783781 0.822393 3.045825 0.0 0.0 0.0
H 0.827579 1.482908 2.871074 0.0 0.0 0.0
C 1.778885 2.330240 -0.868538 0.0 0.0 0.0
C 2.812269 1.240794 -0.840191 0.0 0.1 0.0
N 4.104484 1.627537 -0.739109 0.0 0.0 0.0
O 2.524650 0.048885 -0.909368 0.0 0.0 -0.1
H 2.200153 3.312903 -0.662892 0.0 0.0 0.0
H 0.980563 2.100106 -0.161862 0.0 0.0 0.0
H 1.308026 2.333592 -1.852616 0.0 0.0 0.0
H 4.363654 2.594715 -0.689745 0.0 0.0 0.0
H 4.821300 0.922343 -0.741350 0.0 0.0 0.0
```
Positions in Å, forces in eV/Å.